--- A ---
An isolated ion of composition CH4NO2 and charge +1, computed with the ωB97M-V functional and the def2-TZVPD basis.

```
8
Properties=species:S:1:pos:R:3
C 0.27783 0.33210 -0.16897
N -0.62166 -0.68410 0.00476
O 1.48932 1.91305 0.56216
O 0.68924 0.97326 0.78805
H 0.65592 0.45648 -1.20828
H -1.06473 -0.69408 0.93911
H -0.11939 -1.50887 -0.12545
H -1.30653 -0.78785 -0.79137
```

LUMO energy (alpha / beta) = -5.6 / -5.6 eV
multiplicity = 1
net charge = +1

List of Mulliken charges in e, atom by atom: C -0.052; N -0.199; O -0.391; O 0.128; H 0.388; H 0.376; H 0.348; H 0.403


--- B ---
A 2-piece molecular cluster, CH4NO2 overall, computed with the ωB97M-V functional and the def2-TZVPD basis.

```
8
Properties=species:S:1:pos:R:3
C 0.88752 -0.53848 -0.61844
N 0.83322 0.58421 -1.03787
O -1.10338 -0.03012 0.79938
O 0.48964 1.53794 -1.41495
H -0.01915 -0.64180 0.21655
H 1.66818 -1.19122 -0.47763
H -1.69876 -0.60246 1.33342
H -1.05727 0.88193 1.19955
```

LUMO energy = -6.4 eV
multiplicity = 1
net charge = +1

List of Mulliken charges in e, atom by atom: C -0.288; N 0.646; O -0.614; O -0.303; H 0.428; H 0.387; H 0.369; H 0.376


B is favored, and the nearest alternative lies 0.0559 hartree above it.


--- A ---
A single C2H4S3 molecule, computed with the ωB97M-V functional and the def2-TZVPD basis.

```
9
Properties=species:S:1:pos:R:3
C 0.96831 0.21153 0.97482
C 0.03355 -0.10275 -0.10585
S 1.62510 0.46118 -0.71896
S -0.37640 -1.86863 -0.21910
S -1.51261 1.03666 -0.32854
H 0.66281 1.02732 1.49393
H 1.28397 -0.70212 1.59077
H -0.59364 -1.98817 -1.54218
H -1.50973 1.31026 -1.70234
```

structure (SMILES) = SC1(S)CS1
LUMO energy = 0.5 eV
multiplicity = 1
net charge = 0

Mulliken population analysis, charges in e, atoms 1 to 8: C -0.836; C 0.338; S -0.061; S -0.197; S -0.202; H 0.358; H 0.311; H 0.137


--- B ---
A 2-piece molecular cluster, C2H4S3 overall, computed with the ωB97M-V functional and the def2-TZVPD basis.

```
9
Properties=species:S:1:pos:R:3
C 0.69973 -0.35250 0.81060
C -0.62931 -0.15281 0.20886
H 1.15536 0.90998 -1.21911
H 0.67377 0.42353 1.64768
H 0.66221 -1.57206 1.06899
H -1.82877 1.68668 -0.30063
S 2.04674 -0.37559 -0.25557
S -0.52945 1.65936 -0.01871
S -1.58511 -1.18478 -0.18283
```

LUMO energy = -0.3 eV
multiplicity = 1
net charge = 0

Mulliken population analysis, charges in e, atoms 1 to 8: C -0.557; C 0.327; H 0.191; H 0.361; H 0.270; H 0.145; S -0.180; S -0.182


--- C ---
A 2-piece molecular cluster, C2H4S3 overall, computed with the ωB97M-V functional and the def2-TZVPD basis.

```
9
Properties=species:S:1:pos:R:3
C -0.24165 0.88680 0.25199
C 0.80458 -1.20376 -0.29880
S -0.26286 1.93798 -1.17150
S 0.88087 2.18929 0.54599
S -1.62542 0.52169 1.27395
H -0.06238 -1.82625 -0.39508
H 1.39223 -1.30526 0.59160
H 1.30840 -0.89583 -1.19147
H -2.19378 -0.30466 0.39333
```

LUMO energy (alpha / beta) = -0.1 / -0.1 eV
multiplicity = 1
net charge = 0

Mulliken population analysis, charges in e, atoms 1 to 8: C 0.123; C -0.766; S -0.122; S -0.125; S -0.123; H 0.313; H 0.284; H 0.292


A is favored, and the nearest alternative lies 0.0802 hartree above it.


--- A ---
A 6-piece molecular cluster, C6H18N6O12 overall, computed with the ωB97M-V functional and the def2-TZVPD basis.

```
42
Properties=species:S:1:pos:R:3
C 3.45332 4.30259 2.44450
N 2.50082 3.95111 3.51898
O 1.34037 4.35385 3.40843
O 2.87554 3.31932 4.46887
H 4.29871 3.63839 2.52054
H 3.84356 5.32800 2.55853
H 2.85182 4.29434 1.52286
C -3.03250 -2.56234 0.51547
N -2.34069 -3.80567 1.06933
O -2.59169 -4.04738 2.20614
O -1.59495 -4.35214 0.31840
H -4.11045 -2.60106 0.50141
H -2.78176 -2.32057 -0.52581
H -2.69849 -1.77867 1.16626
C 0.26057 1.47298 -3.08873
N 0.66527 0.19194 -2.52541
O 1.86421 -0.00631 -2.29787
O -0.17846 -0.67463 -2.40614
H -0.35262 1.93603 -2.31681
H -0.32748 1.30021 -3.97282
H 1.23016 1.96842 -3.28729
C 0.20007 -3.97036 4.23225
N -0.19130 -2.51848 4.07640
O -0.33654 -1.84747 5.04671
O -0.41011 -2.16986 2.92309
H 0.00265 -4.33966 5.17764
H 1.29088 -4.02376 3.89258
H -0.37750 -4.51398 3.39662
C -0.60553 1.60314 2.59633
N -0.78249 1.28077 1.10914
O -1.33507 0.26318 0.78210
O -0.21394 2.07703 0.32735
H 0.30111 2.17144 2.55304
H -0.51744 0.59627 3.06707
H -1.50243 2.05381 2.98061
C -0.39196 -0.65290 -7.09866
N 0.31282 0.60712 -6.63800
O 1.45149 0.51415 -6.30400
O -0.38312 1.61241 -6.61485
H -0.84048 -1.02924 -6.14329
H 0.38965 -1.27811 -7.43895
H -1.23604 -0.34392 -7.72202
```

structure (SMILES) = C[N+](=O)[O-].C[N+](=O)[O-].C[N+](=O)[O-].C[N+](=O)[O-].C[N+](=O)[O-].C[N+](=O)[O-]
LUMO energy = 0.1 eV
multiplicity = 1
net charge = 0

Mulliken population analysis, charges in e, atoms 1 to 8: C -0.725; N 0.855; O -0.506; O -0.517; H 0.308; H 0.286; H 0.305; C -0.660


--- B ---
A 6-piece molecular cluster, C6H18N6O12 overall, computed with the ωB97M-V functional and the def2-TZVPD basis.

```
42
Properties=species:S:1:pos:R:3
C -0.30376 1.19394 0.11304
N -0.43444 -0.23678 -0.24883
O -1.07990 -0.49415 -1.21943
O 0.12819 -1.06774 0.46343
H -0.98491 1.32462 0.95053
H -0.63541 1.76029 -0.74263
H 0.70699 1.40338 0.44114
C -4.27106 3.42035 -1.11307
N -4.21016 2.53282 0.08819
O -3.21088 1.85832 0.22709
O -5.17217 2.52594 0.82288
H -4.99636 4.18969 -0.88033
H -4.62860 2.77671 -1.91253
H -3.28012 3.80737 -1.30962
C 2.07471 -2.53436 -2.13222
N 2.09263 -1.51533 -3.21353
O 1.28508 -0.61341 -3.14086
O 2.88636 -1.67410 -4.11698
H 1.80519 -2.07734 -1.18644
H 3.06621 -2.97204 -2.06158
H 1.35936 -3.30200 -2.41216
C 2.68802 -1.06045 2.62228
N 2.83135 -2.54661 2.51555
O 2.68353 -3.18369 3.53509
O 3.08494 -3.01710 1.42516
H 2.56268 -0.67897 1.61558
H 3.52126 -0.68378 3.19830
H 1.72858 -0.90626 3.11323
C 1.30513 5.71469 0.60777
N 0.44568 4.70140 -0.03967
O 0.95159 3.99699 -0.88778
O -0.71092 4.62511 0.33494
H 2.06108 5.16915 1.17568
H 0.70788 6.35212 1.24187
H 1.86694 6.25516 -0.14957
C -0.77152 -4.58986 0.67774
N -1.58806 -5.55889 -0.10261
O -2.04928 -6.51728 0.48468
O -1.71867 -5.33396 -1.28471
H -0.93934 -4.71133 1.73937
H -1.11499 -3.59651 0.39479
H 0.25715 -4.73610 0.36618
```

structure (SMILES) = C[N+](=O)[O-].C[N+](=O)[O-].C[N+](=O)[O-].C[N+](=O)[O-].C[N+](=O)[O-].C[N+](=O)[O-]
LUMO energy = -0.5 eV
multiplicity = 1
net charge = 0

Mulliken population analysis, charges in e, atoms 1 to 8: C -0.944; N 0.934; O -0.494; O -0.516; H 0.381; H 0.338; H 0.342; C -0.721


B is favored, and the nearest alternative lies 0.0284 hartree above it.


--- A ---
C2H7NS as an isolated structure, computed with the ωB97M-V functional and the def2-TZVPD basis.

```
11
Properties=species:S:1:pos:R:3
C 0.96162 -0.64978 0.64007
C -1.33295 1.48403 -0.16530
N 1.06683 -1.63010 -0.48412
S -0.69756 0.89016 1.47042
H 1.62499 0.26417 0.26674
H 0.85354 -1.22353 -1.34675
H 1.34276 -1.11149 1.53996
H -0.71877 2.31247 -0.44904
H -2.39011 1.71024 -0.20079
H -1.24397 0.51801 -0.83750
H 0.53362 -2.56420 -0.43370
```

LUMO energy = 0.2 eV
multiplicity = 1
net charge = 0

Mulliken population analysis, charges in e, atoms 1 to 8: C -0.557; C -0.684; N -0.463; S -0.180; H 0.303; H 0.244; H 0.368; H 0.248


--- B ---
A single C2H7NS molecule, computed with the ωB97M-V functional and the def2-TZVPD basis.

```
11
Properties=species:S:1:pos:R:3
C 0.70945 0.83218 1.23399
S 1.47749 -0.43104 0.27333
H -0.23095 0.47880 1.65294
H 1.30966 1.08723 2.10310
H 0.48389 1.74890 0.72962
C 0.01136 -0.97093 -0.81463
N -1.01276 0.03566 -0.81212
H 0.49998 -1.16594 -1.75642
H -0.32405 -1.85489 -0.31933
H -1.00183 0.60318 -1.63156
H -1.92223 -0.36316 -0.65892
```

structure (SMILES) = CSCN
LUMO energy = 1.0 eV
multiplicity = 1
net charge = 0

Mulliken population analysis, charges in e, atoms 1 to 8: C -0.811; S -0.149; H 0.274; H 0.307; H 0.279; C -0.423; N -0.466; H 0.293


--- C ---
C2H7NS as an isolated structure, computed with the ωB97M-V functional and the def2-TZVPD basis.

```
11
Properties=species:S:1:pos:R:3
C -1.29878 1.31767 0.53664
C 0.92180 1.84258 -0.07368
N 0.04466 0.96137 0.11942
H -1.50538 0.80035 1.47316
H -2.01884 0.98129 -0.20589
H -1.38484 2.39314 0.69820
H 0.69581 2.90338 0.03966
H 1.92776 1.55440 -0.36051
H 0.30689 -0.37347 -0.08436
S 0.34755 -1.93559 -0.33660
H -0.86417 -2.10277 0.21630
```

LUMO energy = 0.4 eV
multiplicity = 1
net charge = 0

Mulliken population analysis, charges in e, atoms 1 to 8: C -0.822; C -0.200; N -0.085; H 0.294; H 0.293; H 0.317; H 0.230; H 0.253


--- D ---
A 2-piece molecular cluster, C2H7NS overall, computed with the ωB97M-V functional and the def2-TZVPD basis.

```
11
Properties=species:S:1:pos:R:3
C 0.82270 -0.92906 -0.01146
C 0.45414 0.49233 -0.52361
N -0.86073 0.85496 -0.12815
S -1.95728 -0.37406 -0.04553
H 0.19070 -1.62487 -0.33620
H 1.80119 -1.18806 -0.44233
H 0.93667 -0.93957 1.08469
H 1.21725 1.32794 -0.13371
H 0.55729 0.47722 -1.65051
H -0.27042 1.31371 1.99897
H -2.89151 0.58947 0.18784
```

LUMO energy (alpha / beta) = -0.2 / -0.3 eV
multiplicity = 1
net charge = 0

Mulliken population analysis, charges in e, atoms 1 to 8: C -1.237; C -0.270; N -0.265; S -0.086; H 0.537; H 0.320; H 0.292; H 0.256


B is favored, and the nearest alternative lies 0.0356 hartree above it.


--- A ---
A 2-piece molecular cluster, C2H7NS overall, computed with the ωB97M-V functional and the def2-TZVPD basis.

```
11
Properties=species:S:1:pos:R:3
S -1.98660 0.29559 1.74030
H -3.18152 0.51156 1.14525
C 1.33377 -0.13645 -0.36929
C 0.62883 -0.98620 -1.11374
N 0.83031 1.08923 0.06794
H 2.40984 -0.20323 -0.27238
H 1.00490 -1.95586 -1.40861
H -0.36479 -0.76332 -1.48417
H -0.03297 1.34225 -0.38074
H 1.46739 1.85485 0.21942
H -2.10917 -1.04841 1.85602
```

structure (SMILES) = C=CN.S
LUMO energy = 0.9 eV
multiplicity = 1
net charge = 0

Mulliken population analysis, charges in e, atoms 1 to 8: S -0.345; H 0.156; C 0.183; C -0.840; N -0.410; H 0.280; H 0.243; H 0.202


--- B ---
A single C2H7NS molecule, computed with the ωB97M-V functional and the def2-TZVPD basis.

```
11
Properties=species:S:1:pos:R:3
C 1.40910 0.22906 0.38540
C 0.26167 -0.54910 -0.10345
N -0.99867 0.48341 -0.55836
S -2.54350 0.05015 0.18232
H 1.85448 1.04927 -0.16646
H 1.30756 0.79838 1.34277
H 2.25656 -0.45074 0.63964
H 0.35758 -0.76741 -1.27818
H -0.14341 -1.28124 0.55766
H -0.77506 1.44860 -0.28625
H -2.98632 -1.01039 -0.71509
```

structure (SMILES) = CCNS
LUMO energy = 1.0 eV
multiplicity = 1
net charge = 0

Mulliken population analysis, charges in e, atoms 1 to 8: C -1.155; C -0.102; N -0.460; S -0.196; H 0.365; H 0.324; H 0.312; H 0.193


--- C ---
A single C2H7NS molecule, computed with the ωB97M-V functional and the def2-TZVPD basis.

```
11
Properties=species:S:1:pos:R:3
C 0.37760 -1.33576 -0.07641
C 0.59072 1.34447 0.24587
N -1.79073 0.13926 -0.60109
S -0.70873 0.08097 0.50636
H 1.49414 -1.08836 -0.17495
H 0.00577 -1.80866 -1.05502
H 0.19489 -2.06162 0.77980
H 0.87778 1.27824 -0.85638
H 1.29915 0.75721 0.87425
H 0.30741 2.34438 0.63071
H -2.64799 0.34989 -0.27312
```

LUMO energy = 0.9 eV
multiplicity = 1
net charge = 0

Mulliken population analysis, charges in e, atoms 1 to 8: C -0.839; C -0.752; N -0.653; S 0.280; H 0.321; H 0.292; H 0.277; H 0.256


A is favored, and the nearest alternative lies 0.0427 hartree above it.


--- A ---
An isolated ion of composition C6H13N4O and charge +1, computed with the ωB97M-V functional and the def2-TZVPD basis.

```
24
Properties=species:S:1:pos:R:3
C -2.83457 -0.81209 -0.38649
C -0.67860 0.40742 0.62271
C -2.57888 1.64452 -0.24190
C -3.34728 -2.02668 0.27958
C 3.53444 0.26872 -0.59417
C 1.61895 1.51465 0.25530
N -3.27538 0.39677 -0.10472
N -1.28186 1.46715 0.10932
N 0.58386 0.27752 0.54265
N 2.98146 1.14330 0.42425
O -3.11684 2.68468 -0.53522
H -2.79534 -2.95778 -0.07216
H -4.49296 -1.86180 0.28212
H -3.14463 -1.85821 1.34861
H 4.25181 -0.38881 -0.18881
H 2.76590 -0.30988 -1.05589
H 4.00173 0.75780 -1.40482
H 1.38935 2.42089 0.85947
H 1.33148 1.77596 -0.79995
H -4.28145 0.48316 0.24718
H -0.82021 2.31486 -0.00619
H 1.13388 -0.46783 1.01076
H 3.16275 0.77729 1.31790
H -2.21208 -0.83702 -1.17921
```

LUMO energy = -4.8 eV
multiplicity = 1
net charge = +1

Mulliken population analysis, charges in e, atoms 1 to 8: C 0.073; C -0.351; C 0.361; C -1.047; C -0.876; C -0.594; N -0.103; N 0.046


--- B ---
An isolated ion of composition C6H13N4O and charge +1, computed with the ωB97M-V functional and the def2-TZVPD basis.

```
24
Properties=species:S:1:pos:R:3
C 0.20974 -0.93512 -0.34332
C 1.72039 1.11462 -0.18076
C -1.38797 0.77847 1.38439
C 1.40854 -0.26618 -0.05250
C 0.15519 -2.46359 -0.37351
C -3.14640 0.52416 -0.27503
N -1.05388 -0.57609 -0.49168
N -1.74766 0.32102 0.20387
N 0.93529 1.86124 -1.00417
N 2.41538 -1.04709 0.46743
O 2.70249 1.90200 0.23367
H -2.00720 1.33560 2.04569
H -0.42233 0.37699 1.77576
H 0.54449 -2.87483 -1.31518
H -0.95983 -2.73245 -0.36527
H 0.69316 -2.71104 0.49971
H -3.06083 1.58777 -0.63548
H -3.43649 -0.13227 -1.04369
H -3.87651 0.59865 0.52637
H 0.05595 1.67610 -1.50857
H 1.30900 2.74669 -1.28203
H 3.35773 -0.70206 0.47303
H 3.22626 1.62191 1.03240
H 2.36548 -2.00448 0.22884
```

structure (SMILES) = C=[N+](C)/N=C(C)\C(N)=C(/N)O
LUMO energy (alpha / beta) = -4.3 / -4.3 eV
multiplicity = 1
net charge = +1

Mulliken population analysis, charges in e, atoms 1 to 8: C 0.285; C 0.308; C -0.351; C 0.737; C -1.368; C -0.866; N -0.814; N 0.635


A is favored, and the nearest alternative lies 0.0188 hartree above it.


--- A ---
A 2-piece molecular cluster, CH8N2S overall, computed with the ωB97M-V functional and the def2-TZVPD basis.

```
12
Properties=species:S:1:pos:R:3
S -0.93253 -3.15544 -1.34608
H -2.26318 -3.17691 -1.29227
H -0.87023 -1.92495 -0.78938
N 1.10668 1.98951 0.51227
C 0.78232 0.71121 -0.10860
N -0.33276 -0.06447 0.44650
H 0.28074 2.57633 0.51720
H 1.41154 1.84824 1.46824
H 0.51882 0.89097 -1.15086
H 1.67336 0.08619 -0.07174
H -0.19071 -0.26532 1.43062
H -1.18405 0.48464 0.38410
```

structure (SMILES) = NCN.S
LUMO energy = 0.9 eV
multiplicity = 1
net charge = 0

Mulliken population analysis, charges in e, atoms 1 to 8: S -0.300; H 0.134; H 0.148; N -0.587; C -0.468; N -0.537; H 0.233; H 0.240


--- B ---
A 2-piece molecular cluster, CH8N2S overall, computed with the ωB97M-V functional and the def2-TZVPD basis.

```
12
Properties=species:S:1:pos:R:3
S 0.61041 3.49685 -4.31795
H 1.15327 3.04510 -3.23095
H 1.24114 2.64878 -5.01536
N 0.98652 -0.66555 2.05073
C -0.70088 -0.86119 1.86134
N -1.31317 -1.64675 0.74764
H 1.31315 -1.02859 1.10629
H 1.04738 0.41776 1.78582
H -0.81094 0.14732 1.74439
H -1.01747 -1.52481 2.78568
H -0.97216 -2.63961 0.74761
H -1.53725 -1.38933 -0.26523
```

structure (SMILES) = NCN.S
LUMO energy = 0.6 eV
multiplicity = 1
net charge = 0

Mulliken population analysis, charges in e, atoms 1 to 8: S -0.253; H 0.128; H 0.124; N -0.668; C -0.299; N -0.499; H 0.244; H 0.228


A is favored, and the nearest alternative lies 0.0804 hartree above it.